1.
{"formula": "C5H12O", "method": "the ωB97M-V functional and the def2-TZVPD basis", "species": ["C", "C", "C", "O", "C", "C", "H", "H", "H", "H", "H", "H", "H", "H", "H", "H", "H", "H"], "xyz": [[-2.70, -1.00, 0.91], [-1.43, -0.25, 1.21], [-0.44, -0.27, 0.08], [0.72, 0.42, 0.41], [1.93, 0.14, -1.18], [2.61, 1.40, -0.97], [-3.41, -0.98, 1.74], [-2.46, -2.04, 0.67], [-3.23, -0.57, 0.05], [-0.92, -0.69, 2.08], [-1.69, 0.78, 1.46], [-0.15, -1.31, -0.17], [-0.93, 0.17, -0.80], [1.32, 0.07, -2.08], [2.64, -0.70, -1.12], [3.53, 1.58, -1.57], [2.67, 1.00, 0.46], [1.94, 2.25, -1.16]], "orbital_gap_ev": 9.72, "relative_energy_kcal_mol": 111.6, "lumo_ev": 0.342, "homo_energy_ev": -9.374}

2.
{"formula": "C3H3N3O", "method": "the ωB97M-V functional and the def2-TZVPD basis", "species": ["H", "N", "N", "C", "C", "N", "C", "O", "H", "H"], "xyz": [[-0.49, -1.33, -2.30], [-0.50, -0.43, -1.79], [0.58, -0.36, -1.19], [0.75, 0.83, -0.42], [0.34, 0.98, 0.84], [-0.44, 0.06, 1.55], [-0.88, -1.05, 1.40], [-1.36, -2.12, 1.38], [1.40, 1.56, -0.88], [0.61, 1.86, 1.40]], "smiles": "[H]/N=N/C=C\\N=C=O", "orbital_gap_ev": 9.49, "relative_energy_kcal_mol": 54.0, "lumo_ev": 0.327, "homo_energy_ev": -9.160}

3.
{"formula": "C5H15N2O", "method": "the ωB97M-V functional and the def2-TZVPD basis", "species": ["C", "C", "C", "N", "H", "H", "H", "H", "H", "H", "H", "H", "C", "O", "C", "N", "H", "H", "H", "H", "H", "H", "H"], "xyz": [[-2.06, -2.28, -1.43], [-1.56, -2.17, 0.00], [0.82, -2.04, 0.13], [-0.31, -1.43, 0.03], [-2.00, -1.32, -1.92], [-1.39, -2.97, -1.99], [-3.04, -2.76, -1.44], [-2.25, -1.73, 0.72], [-1.40, -3.10, 0.53], [1.76, -1.45, 0.00], [0.84, -3.13, 0.22], [-0.33, -0.38, -0.10], [0.15, 1.79, 0.47], [-0.24, 0.96, -0.69], [1.48, 2.47, 0.24], [1.96, 2.82, 1.66], [-0.66, 2.50, 0.68], [0.24, 1.19, 1.38], [0.35, 1.14, -1.43], [2.14, 1.68, -0.16], [1.38, 3.32, -0.42], [1.30, 3.54, 1.98], [2.83, 3.33, 1.54]], "orbital_gap_ev": 8.96, "relative_energy_kcal_mol": 50.7, "charge": 1, "lumo_ev": -4.337, "homo_energy_ev": -13.300}

4.
{"formula": "C30H38N4O4S", "method": "the ωB97M-V functional and the def2-TZVPD basis", "species": ["C", "C", "N", "C", "C", "C", "O", "N", "C", "C", "C", "N", "C", "C", "C", "C", "C", "C", "C", "O", "C", "C", "C", "S", "O", "O", "N", "C", "C", "C", "C", "C", "C", "C", "C", "C", "C", "C", "C", "H", "H", "H", "H", "H", "H", "H", "H", "H", "H", "H", "H", "H", "H", "H", "H", "H", "H", "H", "H", "H", "H", "H", "H", "H", "H", "H", "H", "H", "H", "H", "H", "H", "H", "H", "H", "H", "H"], "xyz": [[6.34, -1.84, 0.04], [5.59, -0.56, 0.40], [4.17, -0.70, 0.14], [3.68, -0.19, -1.00], [2.39, -0.31, -1.43], [2.04, 0.42, -2.69], [2.84, 1.18, -3.22], [0.80, 0.17, -3.15], [0.19, 0.90, -4.22], [-0.92, 1.83, -3.72], [-2.07, 1.05, -3.07], [-3.09, 1.96, -2.58], [-4.10, 2.37, -3.52], [-5.14, 1.33, -3.95], [-5.88, 0.67, -2.79], [-5.00, -0.32, -2.02], [-4.13, 0.31, -0.92], [-3.57, 1.71, -1.24], [1.44, -1.05, -0.64], [0.27, -1.28, -0.96], [1.98, -1.52, 0.65], [1.09, -2.10, 1.56], [1.51, -2.47, 2.81], [0.31, -2.92, 4.06], [1.01, -3.47, 5.18], [-0.74, -3.67, 3.45], [-0.37, -1.48, 4.57], [0.43, -0.63, 5.41], [1.43, 0.23, 4.63], [0.92, 0.63, 3.27], [1.72, 1.45, 2.47], [1.30, 1.84, 1.21], [0.06, 1.43, 0.74], [-0.72, 0.60, 1.51], [-0.30, 0.18, 2.77], [-1.14, -0.76, 3.59], [2.86, -2.37, 3.15], [3.76, -1.84, 2.25], [3.33, -1.35, 1.01], [5.98, -2.69, 0.61], [6.21, -2.06, -1.02], [7.40, -1.72, 0.24], [5.75, -0.31, 1.45], [5.97, 0.26, -0.20], [4.36, 0.37, -1.63], [0.22, -0.44, -2.58], [-0.22, 0.19, -4.95], [0.98, 1.49, -4.70], [-1.30, 2.41, -4.56], [-0.51, 2.53, -2.99], [-2.47, 0.34, -3.81], [-1.69, 0.48, -2.23], [-3.58, 2.73, -4.42], [-4.62, 3.23, -3.08], [-5.86, 1.83, -4.60], [-4.66, 0.55, -4.55], [-6.73, 0.12, -3.19], [-6.27, 1.43, -2.11], [-4.35, -0.84, -2.73], [-5.63, -1.08, -1.55], [-3.31, -0.38, -0.70], [-4.72, 0.40, 0.00], [-2.74, 1.90, -0.54], [-4.34, 2.46, -1.04], [0.06, -2.24, 1.26], [-0.27, 0.02, 5.96], [0.94, -1.28, 6.12], [2.36, -0.33, 4.50], [1.67, 1.12, 5.21], [2.67, 1.79, 2.85], [1.93, 2.47, 0.60], [-0.27, 1.74, -0.24], [-1.68, 0.25, 1.14], [-1.93, -0.20, 4.11], [-1.62, -1.51, 2.95], [3.17, -2.72, 4.12], [4.80, -1.78, 2.54]], "smiles": "CCn1cc(C(=O)NCCCN2CCCCCC2)c(=O)c2cc(S(=O)(=O)N3CCc4ccccc4C3)ccc21", "orbital_gap_ev": 7.80, "relative_energy_kcal_mol": 1.4, "lumo_ev": -0.154, "homo_energy_ev": -7.951}